[1]
A 2-piece molecular cluster, C2H7N6O overall, computed with ωB97M-V/def2-TZVPD.

Calculated values
Total charge = +1
Spin multiplicity = 3
HOMO-LUMO gap (spin up / spin down) = 8.3 / 7.3 eV
<S²> = 2.0153
Lowest unoccupied orbital energy (spin up / spin down) = -0.1239 / -0.1982 Ha

Each line ends with the Löwdin charge.
Geometry (Å):
C: -0.7115 -1.6077 0.7082  -0.326
C: 1.0614 0.7692 -0.7058  -0.404
N: -2.4832 -1.8033 2.3200  0.097
N: -1.7798 -1.7138 1.2763  -0.056
N: 2.3051 0.4063 -0.5269  0.263
N: 0.4393 0.9432 -1.8434  0.255
N: -1.0275 0.8119 0.6905  0.122
N: 0.2649 0.9667 0.4208  -0.036
O: 0.1557 -1.6784 -0.0542  0.143
H: -3.5354 -1.8906 1.9557  0.128
H: 3.0413 0.3881 -1.1479  0.119
H: 2.6358 0.4226 0.4525  0.166
H: 0.8096 0.7160 -2.7227  0.132
H: -0.3079 1.5859 -1.8487  0.125
H: -1.7350 0.7077 -0.1574  0.146
H: 0.8671 0.9762 1.1830  0.125


[2]
An isolated ion of composition C2H7N6O3S and charge +1, computed with ωB97M-V/def2-TZVPD.

Calculated values
Total charge = +1
SMILES = [H]/N=N/[C@@H]1NS(=O)(=O)NC(O)=[N+]1N
HOMO-LUMO gap = 10.5 eV
Lowest unoccupied orbital energy = -0.1468 Ha

Each line ends with the Löwdin charge.
Geometry (Å):
C: 0.2373 -1.4510 -0.3574  -0.398
C: -0.2760 0.8219 0.4204  -0.295
N: -1.1824 2.3144 -0.9873  0.120
N: -1.4348 1.5391 -0.0861  0.002
N: 1.4677 -1.1462 -0.6588  0.114
N: 1.0525 1.3818 -0.2294  -0.041
N: -0.5808 -0.5766 0.2730  -0.048
N: -1.7671 -0.9393 0.9973  0.165
O: -0.1835 -2.6622 -0.4807  0.214
O: 2.0582 0.0615 1.5341  -0.210
O: 3.4037 0.3716 -0.5967  -0.201
S: 2.1975 0.2956 0.1321  0.688
H: -0.2388 0.9812 1.5051  0.157
H: -2.1379 2.7018 -1.2911  0.137
H: 1.9422 -1.6553 -1.3262  0.129
H: 0.7358 1.9280 -1.0230  0.095
H: -1.1734 -2.7823 -0.4595  0.182
H: -2.5689 -0.3249 0.7315  0.133
H: -1.5514 -0.8591 1.9027  0.058


What did we get for max |F|? Answer: 4.4 5.4 eV/Å, in the order shown.